DFT (ωB97M-V with the def2-TZVPD basis set) results for ArH18O9 as an isolated structure.

Values from the calculation:
E_LUMO: 0.35 eV

Last column: Löwdin charge in e.
Element x y z (Å)
Ar (0.7215, -0.2560, -0.3979)  0.273
O (-1.2048, -0.6264, -2.8940)  -0.076
O (3.6180, 0.6676, 0.7657)  -0.094
O (-1.9272, -0.9462, 0.7450)  -0.102
O (-1.9948, 1.7181, -0.0590)  -0.089
O (-0.1271, 3.0928, 1.4096)  -0.037
O (-1.8676, -2.9422, -1.2097)  -0.054
O (-0.9745, -0.9177, 3.7306)  -0.053
O (0.4676, 1.9978, -3.3046)  -0.047
O (3.1077, -1.9228, 1.7021)  -0.052
H (-1.3290, 2.1419, 0.4826)  -0.046
H (3.4338, -2.5878, 1.0957)  0.050
H (-2.7973, -1.1287, 1.0997)  0.070
H (-0.4791, 2.7226, 2.2191)  0.049
H (4.0403, 0.5674, -0.0875)  0.029
H (-1.7069, -1.7267, 0.2365)  -0.009
H (-1.7249, -0.5030, -3.6881)  0.046
H (-1.0403, -1.2542, 2.8370)  -0.003
H (-1.1111, -3.2804, -1.6888)  0.050
H (3.8730, -1.6752, 2.2209)  0.050
H (-0.7421, 0.2036, -2.7788)  -0.022
H (0.8208, 3.1029, 1.5426)  0.056
H (-2.1137, -2.1461, -1.6808)  0.011
H (0.1526, 2.7711, -2.8365)  0.046
H (-2.0069, 0.8097, 0.2425)  -0.046
H (3.1401, -0.1517, 0.8945)  -0.062
H (-0.7269, 0.0007, 3.6236)  0.019
H (0.4986, 2.2688, -4.2221)  0.041

---

DFT (ωB97M-V with the def2-TZVPD basis set) results for ArH28O14 as an isolated structure.

Values from the calculation:
E_LUMO: -0.27 eV

Last column: Löwdin charge in e.
Element x y z (Å)
Ar (-0.1773, -0.1464, -0.1536)  0.237
O (-1.6850, -2.0023, -2.6425)  -0.065
O (3.1020, -2.0074, -0.3189)  -0.038
O (-0.5103, 0.5283, -3.5093)  -0.079
O (-0.0603, 2.4643, 2.5676)  -0.040
O (-3.8199, -1.7049, -0.5518)  -0.025
O (-2.3400, 2.8938, 0.9721)  -0.071
O (0.7767, -3.0054, -1.5418)  -0.065
O (-3.0540, 1.4364, -3.0737)  -0.070
O (-3.5687, 0.5259, 1.0644)  -0.050
O (1.6739, -0.6463, 3.8527)  -0.055
O (-1.2540, -0.2728, 3.2092)  -0.054
O (1.9732, 1.4563, -2.7739)  -0.046
O (3.4937, 0.1302, 1.6596)  -0.046
O (3.8680, 1.5911, -0.6525)  -0.040
H (4.0159, -0.2099, 2.3861)  0.064
H (-2.1044, 1.4614, -3.1914)  -0.020
H (2.5568, 1.4245, -2.0159)  -0.012
H (0.8436, -3.9600, -1.5202)  0.050
H (-1.5614, 2.8299, 1.5252)  -0.039
H (1.6509, -1.2119, 4.6246)  0.038
H (2.4982, 1.8613, -3.4642)  0.053
H (4.7974, 1.5529, -0.8784)  0.060
H (3.6895, 0.7520, -0.2281)  -0.004
H (-0.8629, -2.3209, -2.2699)  -0.022
H (-2.7632, 2.0391, 1.0537)  -0.045
H (-3.3991, 1.2480, -3.9463)  0.023
H (-0.8255, -0.3226, -3.2044)  -0.015
H (2.9695, 0.8306, 2.0481)  0.049
H (3.1185, -1.2063, 0.2048)  -0.010
H (0.7652, -0.6104, 3.5543)  -0.012
H (-3.7459, -0.1174, 0.3781)  0.004
H (-1.6473, -0.0475, 4.0523)  0.057
H (-3.4710, 0.0054, 1.8617)  0.037
H (-2.1788, -1.6758, -1.8903)  -0.011
H (1.3529, -2.7084, -0.8376)  -0.015
H (0.4790, 2.3606, 3.3516)  0.058
H (-1.2410, 0.5514, 2.7226)  -0.004
H (-4.6626, -1.9340, -0.9436)  0.074
H (-3.5091, -2.5197, -0.1572)  0.068
H (0.5668, 2.4733, 1.8445)  0.053
H (3.9306, -2.4426, -0.1181)  0.054
H (0.3195, 0.6557, -3.0495)  -0.026

---

DFT (ωB97M-V with the def2-TZVPD basis set) results for ArH30O15 as an isolated structure.

Values from the calculation:
E_LUMO: -0.88 eV

Last column: Löwdin charge in e.
Element x y z (Å)
Ar (-0.6693, -4.1902, -15.8272)  0.294
O (-4.4204, -5.3626, -14.9035)  -0.057
O (1.7850, -6.0310, -14.4346)  -0.055
O (-2.0756, -7.5833, -15.0184)  -0.042
O (-2.3457, -5.0603, -18.4823)  -0.059
O (-2.9514, -3.6039, -13.2586)  -0.048
O (0.2871, -6.2863, -18.7461)  -0.066
O (-0.2300, -2.5561, -13.0742)  -0.055
O (1.7339, -4.1234, -19.5908)  -0.081
O (1.2353, -1.7621, -18.1716)  -0.038
O (2.6775, -2.5730, -13.4475)  -0.037
O (0.3712, -7.3064, -16.3778)  -0.065
O (-2.2462, -0.5410, -15.8329)  -0.028
O (-3.5433, -2.9693, -16.7165)  -0.065
O (-0.5012, -6.8190, -12.6666)  -0.041
O (3.0836, -3.8506, -15.7854)  -0.055
H (0.4779, -1.2580, -18.4690)  0.045
H (-3.2166, -3.9044, -12.3893)  0.049
H (2.9335, -2.7922, -12.5516)  0.061
H (-2.2336, -0.2272, -14.9287)  0.048
H (2.5221, -6.3815, -13.9347)  0.075
H (1.7212, -2.6132, -13.4405)  0.002
H (-0.5152, -7.7749, -12.7157)  0.051
H (-4.5513, -5.8165, -15.7360)  0.031
H (-0.7146, -1.7336, -13.1443)  0.058
H (-2.4899, -5.7436, -17.8276)  0.024
H (1.2399, -1.6500, -17.2210)  0.023
H (-2.8596, -2.3592, -16.4398)  -0.017
H (-2.7821, -6.9743, -15.2333)  0.014
H (-2.7323, -4.2738, -18.0974)  -0.009
H (-1.6556, -7.2013, -14.2477)  -0.001
H (-4.2671, -2.4084, -16.9954)  0.063
H (0.3157, -6.5685, -13.0980)  -0.001
H (-0.4979, -7.3797, -15.9835)  -0.007
H (1.7895, -3.5734, -18.8094)  -0.031
H (3.5948, -3.3419, -16.4148)  0.057
H (3.1788, -3.3761, -14.9596)  -0.018
H (-2.0516, -3.2987, -13.1429)  -0.033
H (-0.5883, -5.9450, -18.5633)  -0.014
H (-4.0460, -4.5162, -15.1479)  -0.018
H (0.5024, -6.8176, -17.9796)  -0.015
H (-0.3574, -2.8331, -12.1668)  0.070
H (2.1620, -5.3182, -14.9503)  0.004
H (1.1505, -4.8394, -19.3393)  -0.035
H (0.8652, -6.7568, -15.7695)  -0.020
H (-1.3709, -0.3449, -16.1672)  0.045

---

DFT (ωB97M-V with the def2-TZVPD basis set) results for AsF6H20O10 as an isolated structure.

Values from the calculation:
E_LUMO (spin up / spin down): -0.94 / -8.07 eV
multiplicity: 2
<S²>: 0.757

Last column: Löwdin charge in e.
Element x y z (Å)
As (-0.2739, 0.6284, 0.1392)  1.032
F (0.2473, 1.7780, -1.2016)  -0.277
F (0.5991, 1.5458, 1.5049)  -0.300
F (-1.7330, 1.5785, 0.5041)  -0.239
F (-0.7356, -0.6438, 1.2986)  -0.255
F (1.2276, -0.3846, -0.1412)  -0.276
F (-1.1491, -0.1356, -1.2055)  -0.249
O (1.3389, -3.0314, -1.7280)  -0.057
O (-1.0789, 1.7237, -3.5843)  -0.048
O (-1.0219, 3.9600, 2.9360)  -0.024
O (-0.9026, -3.5977, 0.3738)  -0.031
O (-3.4403, 0.7971, -2.5729)  -0.066
O (-2.6546, -2.4310, -1.8103)  -0.063
O (2.5359, -2.1566, 1.3474)  0.126
O (0.0360, -0.1400, 4.0565)  0.097
O (3.5691, 0.8806, -1.4970)  -0.059
O (2.1498, 2.3350, 3.4017)  0.180
H (3.0535, 0.4807, -2.1974)  0.027
H (-2.6512, 1.2437, -2.2661)  -0.017
H (-1.1993, -4.4908, 0.5489)  0.062
H (1.6030, 2.1408, 2.6404)  0.005
H (2.0331, -1.6641, 0.6986)  0.004
H (-1.0673, -3.1257, 1.1901)  0.041
H (-0.3901, 4.2273, 2.2685)  0.033
H (-2.1939, -2.7841, -1.0492)  -0.024
H (-0.3078, 1.5080, -3.0598)  0.002
H (-1.4356, 3.1761, 2.5747)  0.014
H (0.7439, -3.0749, -0.9794)  -0.019
H (0.7842, -3.2141, -2.4864)  0.036
H (3.3500, -2.3839, 0.8981)  0.082
H (-0.8870, 1.3662, -4.4513)  0.049
H (-0.3263, -0.0712, 3.1732)  0.011
H (3.5510, 1.8178, -1.6908)  0.028
H (-3.2314, 0.5282, -3.4675)  0.024
H (-2.4104, -1.5057, -1.8307)  -0.019
H (2.8836, 2.8378, 3.0481)  0.092
H (-0.6159, 0.2814, 4.6167)  0.076

---

DFT (ωB97M-V with the def2-TZVPD basis set) results for AsF6H28O14 as an isolated structure.

Values from the calculation:
E_LUMO: 2.36 eV
charge: -1

Last column: Löwdin charge in e.
Element x y z (Å)
As (11.0313, -17.5275, -21.0272)  0.713
F (9.4534, -17.0485, -20.5153)  -0.223
F (10.5370, -17.0875, -22.6199)  -0.219
F (11.6565, -15.9520, -20.8045)  -0.204
F (12.5653, -18.0268, -21.6392)  -0.214
F (11.4741, -17.9178, -19.4107)  -0.215
F (10.5159, -19.1547, -21.2346)  -0.219
O (11.9100, -19.4368, -16.5670)  -0.096
O (7.1439, -15.5054, -20.7570)  -0.059
O (13.1221, -20.3111, -19.1392)  -0.051
O (13.7365, -16.3872, -18.3763)  -0.048
O (9.9889, -14.9054, -24.3297)  -0.071
O (11.6069, -21.8167, -22.2441)  -0.057
O (7.4280, -19.5287, -21.6311)  -0.075
O (7.2854, -18.0850, -19.1704)  -0.052
O (9.3435, -19.6154, -17.8222)  -0.064
O (11.2768, -13.8142, -18.6516)  -0.062
O (14.7256, -16.0336, -21.1007)  -0.078
O (9.9297, -19.8332, -24.0703)  -0.059
O (13.7547, -20.1462, -23.3264)  -0.076
O (13.2759, -14.0810, -22.8107)  -0.079
H (10.2355, -19.2927, -23.3246)  -0.011
H (9.0577, -19.4791, -24.2767)  0.045
H (8.3741, -19.7091, -21.5907)  -0.008
H (7.9677, -16.0229, -20.8261)  0.000
H (13.0756, -17.0899, -18.4943)  0.023
H (11.0964, -19.3641, -17.1064)  -0.018
H (10.5000, -15.4451, -23.7012)  0.002
H (13.3046, -15.7649, -17.7824)  0.044
H (13.9913, -14.5696, -22.3558)  0.004
H (7.7252, -17.2834, -19.5004)  0.023
H (14.2278, -16.5803, -21.7217)  0.015
H (14.3166, -16.2367, -20.2334)  0.003
H (10.8024, -21.4734, -21.8369)  0.030
H (9.7780, -20.1379, -18.5102)  0.044
H (12.0663, -13.6155, -18.1387)  0.023
H (7.2144, -14.8346, -21.4423)  0.037
H (12.5700, -19.7536, -17.2030)  -0.008
H (8.7556, -19.0004, -18.3066)  0.011
H (7.2171, -19.0771, -20.7871)  0.001
H (14.0613, -20.1550, -19.3004)  0.059
H (11.5957, -14.2672, -19.4489)  0.012
H (11.4109, -21.8024, -23.1936)  0.041
H (13.3664, -19.3007, -23.5757)  0.016
H (6.6456, -17.7681, -18.5199)  0.083
H (9.4525, -14.3357, -23.7707)  0.025
H (12.9880, -20.6732, -23.0381)  -0.014
H (12.6696, -19.6043, -19.6248)  -0.001
H (13.2622, -14.4185, -23.7131)  0.028

---

DFT (ωB97M-V with the def2-TZVPD basis set) results for a 19-piece molecular cluster, B3H41INO22P2 overall.

Values from the calculation:
E_LUMO: -0.84 eV

Last column: Löwdin charge in e.
Element x y z (Å)
I (1.3364, 0.9149, -0.3893)  0.830
P (1.8401, -1.4618, -0.5685)  0.627
P (-2.9408, 0.1357, -3.3460)  0.858
O (-3.3166, -0.2174, 0.8581)  -0.036
O (3.9204, 0.7328, 2.2905)  -0.087
O (7.8098, 1.8782, 4.4090)  -0.059
O (2.7331, -1.4273, -1.9863)  -0.446
O (-4.5707, -5.3547, -1.3770)  -0.058
O (4.4362, 3.6785, 1.8908)  -0.043
O (5.1982, 0.3663, -1.5210)  -0.057
O (-4.1942, 3.3558, -2.2063)  -0.086
O (-5.1842, -6.9121, 0.9659)  -0.054
O (-7.6020, -7.6780, 2.6471)  -0.046
O (-0.8504, 2.6531, 1.4956)  -0.142
O (-0.6787, -0.9674, -2.0315)  0.137
O (-1.5918, 2.8810, -0.9412)  -0.123
O (-0.6539, -2.9168, -0.6729)  0.219
O (5.1387, 0.6383, 5.0558)  -0.057
O (-6.7473, 3.5401, -3.8322)  -0.075
O (6.7037, -1.8347, 4.7732)  -0.038
O (-2.5518, -2.4302, -1.9958)  0.229
O (6.9532, 1.3233, 1.5935)  -0.065
O (2.9070, 4.1331, -0.7588)  -0.096
O (-6.8193, 0.8081, -2.3071)  -0.063
O (2.8030, 1.6008, -3.6156)  -0.095
N (-2.1556, 1.5050, -3.3350)  -0.314
B (0.0099, -1.8213, -1.1853)  -0.785
B (-2.0387, -2.8708, -0.7776)  -0.314
B (-1.9626, -1.2579, -2.4070)  -0.631
H (7.3474, 1.3591, 2.4767)  -0.005
H (3.1385, 4.0036, 0.1714)  -0.010
H (4.7637, -0.4929, -1.5783)  0.006
H (-6.7079, 0.6205, -1.3691)  0.044
H (3.0639, 0.7751, -3.1909)  -0.022
H (3.5994, 4.7101, -1.0958)  0.034
H (4.5021, 4.4874, 2.4102)  0.061
H (-1.3828, 2.5951, 0.6887)  -0.049
H (-1.5664, 2.2627, -1.7126)  0.000
H (6.9922, 1.4166, 4.6347)  -0.003
H (-7.7731, 0.8125, -2.4399)  0.044
H (-6.1057, 3.5459, -3.1060)  -0.005
H (4.9294, 0.7117, -0.6627)  0.014
H (-3.3329, -0.4020, -4.5876)  0.010
H (-3.5151, 3.2920, -1.5134)  0.007
H (-4.3207, -5.8474, -0.5832)  0.003
H (5.5411, -0.2394, 5.1353)  0.010
H (-4.1628, 0.1928, -2.6449)  0.005
H (6.8970, -2.0420, 3.8531)  0.056
H (-1.9579, 1.9113, -4.2397)  0.014
H (-3.8571, -4.7413, -1.5664)  -0.006
H (5.1886, 3.7114, 1.2873)  0.057
H (-7.4402, -7.9792, 3.5467)  0.044
H (-3.1392, 0.3628, 1.6089)  0.049
H (-1.0842, 3.4985, 1.8914)  0.034
H (-6.1470, -6.8729, 0.9419)  0.030
H (-6.8542, 2.5998, -4.0059)  0.003
H (4.8738, 0.6708, 4.1271)  0.002
H (3.6189, 2.1107, -3.6409)  0.034
H (-8.5595, -7.6103, 2.5769)  0.045
H (-2.6621, 0.0889, 0.2183)  0.021
H (3.7314, 1.5990, 2.6759)  0.035
H (-2.7393, -3.0482, 0.1567)  0.132
H (6.0407, 1.0476, 1.7442)  -0.014
H (-4.9974, -7.2183, 1.8580)  0.038
H (7.8755, 2.5979, 5.0424)  0.046
H (2.4064, -2.0148, -2.6831)  0.064
H (-0.8647, 3.4940, -1.0948)  0.071
H (3.3010, 0.6798, 1.5506)  -0.070
H (-3.8054, 2.8014, -2.9009)  -0.011
H (7.2333, -2.4452, 5.2946)  0.052

---

DFT (ωB97M-V with the def2-TZVPD basis set) results for a 2-piece molecular cluster, B3H4NO8S overall.

Values from the calculation:
E_LUMO: 3.86 eV
charge: -2

Last column: Löwdin charge in e.
Element x y z (Å)
S (1.3359, 1.2946, 3.9006)  0.079
O (1.9381, -0.0190, 3.6090)  -0.500
O (-0.7146, -2.2732, -0.5201)  0.123
O (0.0790, 1.1041, 4.6473)  -0.510
O (-0.5909, -1.6758, -3.0222)  0.090
O (-0.2712, -0.1457, 0.9034)  0.116
O (2.2719, 2.0954, 4.7107)  -0.509
O (1.0138, -0.6303, -1.3501)  0.170
O (1.0545, 1.9979, 2.6359)  -0.501
N (-0.0312, 0.9348, -3.1626)  0.126
B (0.0202, -0.9859, -0.2763)  -0.450
B (0.1238, -0.4470, -2.5510)  -0.495
B (-1.4276, -2.0482, -1.8272)  -0.160
H (-0.6410, 1.4641, -2.4698)  0.103
H (-2.6219, -2.1297, -1.8890)  0.097
H (-0.6817, 0.8123, -3.9960)  0.081
H (-0.8570, 0.6515, 0.6575)  0.141

---

Calculated total energy (eV), listed in the same order as above: -33074.432, -43474.976, -45554.948, -97941.592, -106271.558, -75915.487, -30804.409